## A
# C3HF3

A single C3HF3 molecule (wB97M-V/def2-TZVPD, the Open Molecules 2025 dataset).

Computed properties:
frontier orbital gap = 0.322 hartree
LUMO energy = -0.93 eV
highest occupied orbital energy = -9.70 eV

Each line ends with the natural charge from an NBO analysis.
Atoms and positions in Å:
C  -0.270  -0.375  -0.086  -0.626
C  -1.754  0.034  0.183  0.416
C  1.031  0.054  -0.030  0.850
F  -1.982  1.341  -0.004  -0.339
F  2.025  -0.843  0.011  -0.291
F  1.434  1.270  0.057  -0.262
H  -0.483  -1.480  -0.131  0.252

=====

## B
# C3HF3

A single C3HF3 molecule (wB97M-V/def2-TZVPD, the Open Molecules 2025 dataset).

Computed properties:
frontier orbital gap = 0.456 hartree
structure (SMILES) = C#CC(F)(F)F
LUMO energy = 0.98 eV
highest occupied orbital energy = -11.44 eV

Each line ends with the natural charge from an NBO analysis.
Atoms and positions in Å:
C  -1.775  0.031  0.021  -0.161
C  -0.590  -0.062  0.103  -0.149
C  0.994  -0.018  -0.023  0.983
F  1.543  -0.122  1.219  -0.305
F  1.299  -1.101  -0.780  -0.301
F  1.376  1.189  -0.594  -0.309
H  -2.846  0.084  0.054  0.241

=====

Which of them is most stable? Easy: B.

=====

## A
# C4H10NO

2 unconnected molecules or ions with the total composition C4H10NO (wB97M-V/def2-TZVPD, the Open Molecules 2025 dataset).

Computed properties:
frontier orbital gap = 0.361 hartree
LUMO energy = -4.29 eV
charge = +1
highest occupied orbital energy = -14.12 eV

Each line ends with the natural charge from an NBO analysis.
Atoms and positions in Å:
C  1.618  1.191  -1.126  -0.690
C  1.447  0.825  0.284  0.313
C  0.204  -0.165  2.116  -0.435
C  -2.701  -1.449  -1.534  0.330
N  0.388  0.240  0.683  -0.434
O  -1.746  -0.852  -1.055  -0.591
H  1.087  0.339  -1.628  0.258
H  2.715  1.046  -1.247  0.256
H  2.304  1.030  0.897  0.227
H  1.142  0.018  2.516  0.214
H  -0.647  0.432  2.573  0.246
H  -0.185  -1.223  2.340  0.253
H  -2.774  -1.959  -2.581  0.141
H  -3.818  -1.439  -1.164  0.138
H  -0.371  -0.276  0.200  0.487
H  1.337  2.242  -1.272  0.288

=====

## B
# C4H10NO

A gas-phase ion, C4H10NO (charge +1) (wB97M-V/def2-TZVPD, the Open Molecules 2025 dataset).

Computed properties:
frontier orbital gap = 0.461 hartree
structure (SMILES) = CC1(C)[NH2+][C@@H]1O
LUMO energy = -3.27 eV
charge = +1
highest occupied orbital energy = -15.83 eV

Each line ends with the natural charge from an NBO analysis.
Atoms and positions in Å:
C  0.659  1.266  0.697  -0.679
C  0.059  0.089  -0.119  0.125
C  -0.237  0.444  -1.552  -0.622
N  -1.064  -0.701  0.549  -0.661
C  0.444  -1.329  0.353  0.339
O  1.073  -1.533  1.480  -0.637
H  0.950  1.033  1.787  0.251
H  0.197  2.240  0.800  0.263
H  1.622  1.613  0.134  0.261
H  0.469  1.167  -1.918  0.257
H  -1.226  0.902  -1.459  0.235
H  -0.257  -0.432  -2.183  0.235
H  -2.038  -0.916  0.013  0.465
H  -1.148  -0.394  1.539  0.440
H  0.303  -2.121  -0.280  0.200
H  1.270  -2.448  1.690  0.526

=====

## C
# C4H10NO

2 unconnected molecules or ions with the total composition C4H10NO (wB97M-V/def2-TZVPD, the Open Molecules 2025 dataset).

Computed properties:
frontier orbital gap = 0.344 hartree
LUMO energy = -4.81 eV
charge = +1
highest occupied orbital energy = -14.17 eV

Each line ends with the natural charge from an NBO analysis.
Atoms and positions in Å:
C  -1.174  -2.344  1.261  -0.663
C  -0.582  -1.098  0.717  -0.059
C  -0.628  -0.602  -0.510  -0.112
N  0.184  0.499  -0.908  -0.405
C  0.114  0.979  -2.089  0.097
H  -1.912  -2.776  0.587  0.232
H  -1.657  -2.190  2.226  0.252
H  -0.412  -3.107  1.426  0.259
H  0.166  -0.625  1.363  0.207
H  -1.469  -0.816  -1.163  0.223
H  0.640  1.070  -0.171  0.480
H  0.752  1.816  -2.339  0.231
H  -0.578  0.549  -2.801  0.222
H  1.370  2.800  1.549  0.505
H  2.474  1.819  1.291  0.501
O  1.583  2.033  1.010  -0.969

=====

## D
# C4H10NO

A molecular structure, C4H10NO (wB97M-V/def2-TZVPD, the Open Molecules 2025 dataset).

Computed properties:
frontier orbital gap = 0.397 hartree
LUMO energy = -3.63 eV
charge = +1
highest occupied orbital energy = -14.45 eV

Each line ends with the natural charge from an NBO analysis.
Atoms and positions in Å:
C  -1.578  -0.551  -1.316  -0.109
C  -0.493  -0.172  -0.432  0.241
C  1.127  -1.331  -0.107  -0.682
C  -0.239  1.240  0.080  -0.286
N  0.706  1.049  1.199  -0.713
O  -1.647  -0.788  0.082  -0.473
H  -2.195  0.248  -1.786  0.205
H  -1.613  -1.452  -1.900  0.222
H  1.454  -1.417  1.027  0.213
H  1.953  -0.858  -0.690  0.235
H  0.759  -2.341  -0.332  0.268
H  -1.137  1.766  0.505  0.261
H  0.264  1.840  -0.700  0.246
H  1.062  0.138  0.931  0.460
H  0.200  0.786  2.097  0.449
H  1.376  1.844  1.342  0.461

=====

Which of them is most stable? Easy: C.

=====

## A
# C4H10NO

A gas-phase ion, C4H10NO (charge +1) (wB97M-V/def2-TZVPD, the Open Molecules 2025 dataset).

Computed properties:
frontier orbital gap = 0.341 hartree
structure (SMILES) = [NH3+]CCCC=O
LUMO energy = -3.93 eV
charge = +1
highest occupied orbital energy = -13.19 eV

Each line ends with the natural charge from an NBO analysis.
Atoms and positions in Å:
N  0.561  -0.693  2.635  -0.723
C  -0.425  0.275  1.601  -0.121
C  -0.104  -0.234  0.261  -0.483
C  -0.143  0.929  -0.698  -0.518
C  0.263  0.276  -2.011  0.444
O  -0.338  -0.337  -2.805  -0.457
H  0.375  -1.617  2.306  0.429
H  0.359  -0.540  3.660  0.454
H  1.501  -0.532  2.384  0.426
H  -0.241  1.294  1.933  0.240
H  -1.403  -0.109  2.001  0.235
H  0.955  -0.781  0.117  0.232
H  -0.948  -0.975  0.079  0.260
H  -1.200  1.311  -0.791  0.247
H  0.540  1.757  -0.467  0.237
H  1.294  0.267  -2.142  0.098

=====

## B
# C4H10NO

A gas-phase ion, C4H10NO (charge +1) (wB97M-V/def2-TZVPD, the Open Molecules 2025 dataset).

Computed properties:
frontier orbital gap = 0.420 hartree
structure (SMILES) = C[NH2+][C@@H](C)C=O
LUMO energy = -3.71 eV
charge = +1
highest occupied orbital energy = -15.13 eV

Each line ends with the natural charge from an NBO analysis.
Atoms and positions in Å:
C  -0.636  -0.193  -2.100  -0.415
N  -0.361  0.508  -0.808  -0.504
C  0.481  -0.315  0.139  -0.158
C  1.912  0.187  0.190  -0.654
C  -0.207  -0.209  1.498  0.427
O  -1.386  0.012  1.549  -0.488
H  -1.155  -1.122  -1.859  0.238
H  -1.236  0.459  -2.728  0.247
H  0.300  -0.485  -2.570  0.235
H  0.198  1.354  -0.922  0.441
H  -1.255  0.663  -0.319  0.465
H  0.405  -1.382  -0.073  0.254
H  1.922  1.121  0.756  0.229
H  2.563  -0.446  0.796  0.270
H  2.355  0.412  -0.782  0.243
H  0.371  -0.444  2.405  0.171

=====

## C
# C4H10NO

A gas-phase ion, C4H10NO (charge +1) (wB97M-V/def2-TZVPD, the Open Molecules 2025 dataset).

Computed properties:
frontier orbital gap = 0.412 hartree
structure (SMILES) = CC[C@@H]([NH3+])C=O
LUMO energy = -3.78 eV
charge = +1
highest occupied orbital energy = -14.98 eV

Each line ends with the natural charge from an NBO analysis.
Atoms and positions in Å:
C  1.948  -0.946  0.542  -0.621
C  0.606  -0.451  1.085  -0.423
C  -0.491  -0.465  0.039  -0.144
N  -1.718  0.266  0.570  -0.669
C  -0.074  0.268  -1.225  0.415
O  -0.306  1.438  -1.333  -0.481
H  2.322  -0.314  -0.259  0.220
H  1.997  -1.990  0.255  0.231
H  2.692  -0.845  1.332  0.249
H  0.783  0.569  1.422  0.225
H  0.334  -1.049  1.955  0.235
H  -0.835  -1.481  -0.183  0.240
H  -1.435  1.112  1.071  0.454
H  -2.323  0.571  -0.196  0.454
H  -2.264  -0.342  1.180  0.447
H  0.423  -0.332  -2.002  0.168

=====

Which of them is most stable? Easy: C.

=====

## A
# C4H14NO3

3 unconnected molecules or ions with the total composition C4H14NO3 (wB97M-V/def2-TZVPD, the Open Molecules 2025 dataset).

Computed properties:
frontier orbital gap = 0.364 hartree
LUMO energy = -3.06 eV
charge = +1
highest occupied orbital energy = -12.97 eV

Each line ends with the natural charge from an NBO analysis.
Atoms and positions in Å:
C  -0.090  0.715  1.100  -0.215
C  1.124  0.409  0.237  -0.488
C  1.644  -1.009  0.362  -0.520
C  2.277  -1.480  -0.967  0.458
O  1.828  -1.157  -2.028  -0.501
N  -1.368  0.632  0.232  -0.733
H  -0.261  0.017  1.936  0.230
H  -0.101  1.707  1.609  0.230
H  1.095  0.923  -0.756  0.274
H  1.965  1.070  0.523  0.245
H  2.448  -0.895  1.099  0.232
H  0.894  -1.730  0.688  0.230
H  3.280  -1.900  -0.731  0.125
H  -1.777  -0.312  0.068  0.470
H  -0.942  1.187  -0.564  0.481
H  -2.110  1.100  0.733  0.422
H  -0.560  1.332  -3.146  0.515
H  -0.489  2.722  -2.336  0.501
O  -0.450  1.763  -2.293  -0.980
H  -3.461  -1.281  1.249  0.494
H  -2.436  -2.364  1.658  0.511
O  -2.511  -1.449  1.329  -0.981

=====

## B
# C4H14NO3

2 unconnected molecules or ions with the total composition C4H14NO3 (wB97M-V/def2-TZVPD, the Open Molecules 2025 dataset).

Computed properties:
frontier orbital gap = 0.410 hartree
LUMO energy = -3.23 eV
charge = +1
highest occupied orbital energy = -14.37 eV

Each line ends with the natural charge from an NBO analysis.
Atoms and positions in Å:
C  -1.958  -0.540  -0.565  -0.119
O  -1.519  -1.801  -0.032  -0.717
C  -0.810  0.450  -0.136  -0.045
C  0.259  0.519  -1.170  0.061
C  0.501  -0.714  -2.133  -0.697
O  1.474  0.754  -0.513  -0.743
N  -0.070  -0.063  1.230  -0.764
H  -1.991  -0.823  -1.752  0.248
H  -3.011  -0.192  -0.181  0.214
H  -2.080  -1.949  0.632  0.470
H  -1.134  1.425  0.009  0.228
H  0.123  1.419  -1.777  0.201
H  0.301  -0.592  -3.221  0.241
H  0.045  -1.718  -1.925  0.240
H  1.606  -0.825  -2.156  0.243
H  1.998  1.425  -1.138  0.504
H  0.871  0.335  1.599  0.509
H  0.262  -1.114  1.133  0.473
H  -0.707  0.149  1.984  0.426
H  2.608  1.606  2.986  0.510
H  1.487  1.013  4.008  0.503
O  1.747  1.236  3.118  -0.987

=====

Which of them is most stable? Easy: A.